Entry 1:
Entry from the OMol25 dataset: a molecular structure, C4H2HgO2 at a distorted geometry (the ωB97M-V functional and the def2-TZVPD basis).

CARTESIAN COORDINATES (ANGSTROEM)
O  3.01666  0.15576  0.18446
C  1.94278  0.72274  0.09435
H  1.89543  1.83592  0.07655
C  -0.28600  0.04971  -1.14697
C  0.61391  -0.00168  -0.13279
C  0.16174  -0.27322  1.23514
O  -0.85776  -0.84031  1.55229
Hg  -2.42420  -1.08374  -0.19833
H  0.12314  0.50984  -2.06039

Force components x, y, z for each atom (eV/Å):
O -1.5 0.7 0.2
C 1.6 -0.5 -1.9
H -0.1 -0.3 0.3
C 1.0 -0.4 0.8
C -0.2 1.0 1.2
C -2.2 -1.5 0.0
O 2.2 0.8 0.9
Hg 0.0 0.4 -1.5
H -0.7 -0.2 0.0

Calculated values
- relative energy (zero: lowest compared OMol25 entry of this formula, charge and spin) (kcal per mole) = 0.0
- <S²> = 2.021
- HOMO-LUMO gap (spin up / spin down) (eV) = 7.28 / 7.21
- highest occupied orbital energy (spin up / spin down) (eV) = -8.093 / -9.619
- spin multiplicity = 3

---

Entry 2:
Entry from the OMol25 dataset: a molecular structure, C4H2LiNiO2 at a distorted geometry (the ωB97M-V functional and the def2-TZVPD basis).

CARTESIAN COORDINATES (ANGSTROEM)
O  -0.62995  1.38923  -0.75256
C  -1.39953  0.54826  -0.03392
C  -1.30300  -0.33188  0.83380
C  1.60510  0.20019  0.96976
C  1.97440  -0.82550  0.30778
O  1.62719  -1.83931  -0.30726
Li  -0.32641  -1.70368  -0.90339
H  -1.13597  1.86738  -1.42774
H  -1.71302  -1.07321  1.50616
Ni  1.30120  1.76852  -0.19264

Force components x, y, z for each atom (eV/Å):
O -1.5 0.1 -0.1
C 2.2 -1.0 0.8
C -1.6 0.5 -1.2
C 0.5 2.2 0.2
C -2.1 -2.4 -1.3
O 0.8 0.8 0.3
Li 0.7 -0.1 0.4
H -0.1 0.0 0.1
H 0.4 0.4 0.1
Ni 0.7 -0.5 0.9

Calculated values
- <S²> = 2.016
- HOMO-LUMO gap (spin up / spin down) (eV) = 7.87 / 6.93
- charge = +1
- highest occupied orbital energy (spin up / spin down) (eV) = -12.742 / -12.262
- spin multiplicity = 3

---

Entry 3:
Entry from the OMol25 dataset: a molecular structure, C4H2N2O at a distorted geometry (the ωB97M-V functional and the def2-TZVPD basis).

CARTESIAN COORDINATES (ANGSTROEM)
C  2.01301  0.03676  0.00836
C  0.61933  0.02127  -0.09562
C  -0.32767  0.97861  -0.02244
C  -1.28191  -0.81008  -0.01178
H  -0.35994  2.05022  0.08803
H  -2.13629  -1.49298  0.11683
N  3.17967  -0.10909  -0.01587
N  -0.09035  -1.16849  -0.03351
O  -1.61585  0.49378  -0.03399

Force components x, y, z for each atom (eV/Å):
C 4.2 -0.5 -0.6
C -2.0 0.5 0.9
C -0.3 3.1 -0.2
C -4.7 -2.5 0.3
H 0.7 0.0 -0.2
H 0.5 0.4 -0.3
N -3.1 0.6 0.3
N 1.7 -1.0 -0.3
O 2.9 -0.8 0.3

Calculated values
- relative energy (zero: lowest compared OMol25 entry of this formula, charge and spin) (kcal per mole) = 7.3
- HOMO-LUMO gap (eV) = 10.69
- highest occupied orbital energy (eV) = -10.252

---

Entry 4:
Entry from the OMol25 dataset: C4H2N2O in the gas phase at a distorted geometry (the ωB97M-V functional and the def2-TZVPD basis).

CARTESIAN COORDINATES (ANGSTROEM)
N  0.53343  0.57225  1.37002
C  0.24305  0.95935  0.11358
O  0.34608  2.08792  -0.31417
C  -0.21890  -0.03143  -0.90641
C  -0.50496  -0.35920  -2.11288
C  -0.72223  -1.53164  -1.08550
N  -1.02913  -2.61269  -0.75361
H  0.47322  -0.37720  1.69940
H  0.87944  1.29264  1.98957

Force components x, y, z for each atom (eV/Å):
N 0.0 0.0 0.0
C 0.1 0.3 0.0
O 0.0 -0.4 0.3
C 0.0 0.2 -0.7
C 0.1 0.2 0.5
C -0.3 -1.2 0.2
N 0.4 1.1 0.1
H -0.1 0.0 -0.2
H -0.1 -0.2 -0.1

Calculated values
- relative energy (zero: lowest compared OMol25 entry of this formula, charge and spin) (kcal per mole) = 73.4
- HOMO-LUMO gap (eV) = 9.92
- highest occupied orbital energy (eV) = -11.087

---

Entry 5:
Entry from the OMol25 dataset: C4H2N2O in the gas phase at a distorted geometry (the ωB97M-V functional and the def2-TZVPD basis).

CARTESIAN COORDINATES (ANGSTROEM)
C  -0.22383  0.40307  -0.69526
C  -0.18265  0.20057  0.67632
C  -1.46076  2.02144  0.03740
C  -1.74928  2.12026  1.39437
N  -0.98605  1.47319  -0.97732
N  -0.86803  1.06850  1.38547
O  -2.34796  2.69759  2.23039
H  0.23331  -0.17315  -1.47636
H  0.35153  -0.57793  1.18791

Force components x, y, z for each atom (eV/Å):
C -0.5 -0.7 -0.3
C -0.5 0.2 1.3
C -1.9 2.7 1.4
C -0.6 -0.6 -4.2
N 0.6 0.7 -3.8
N 3.5 -3.0 3.8
O -0.9 1.0 1.9
H 0.2 -0.2 0.0
H 0.2 -0.2 0.1

Calculated values
- relative energy (zero: lowest compared OMol25 entry of this formula, charge and spin) (kcal per mole) = 3.2
- <S²> = 2.025
- HOMO-LUMO gap (spin up / spin down) (eV) = 6.51 / 6.72
- highest occupied orbital energy (spin up / spin down) (eV) = -5.784 / -10.175
- spin multiplicity = 3

---

Entry 6:
Entry from the OMol25 dataset: a gas-phase ion, C4H2N2O3 (charge -2) at a distorted geometry (the ωB97M-V functional and the def2-TZVPD basis).

CARTESIAN COORDINATES (ANGSTROEM)
C  -0.05934  0.77042  -0.27649
C  1.88590  -1.48919  -0.28254
C  2.33780  1.20660  0.26654
C  0.67944  -1.60041  0.34158
N  1.23124  1.30672  -0.16614
N  -0.23801  -0.51033  0.36766
O  2.53862  -1.86507  -1.26596
O  3.37389  1.57524  0.77791
O  0.50045  -2.51914  1.24147
H  -0.24830  0.64723  -1.37281
H  -0.63367  -0.43421  1.30673

Force components x, y, z for each atom (eV/Å):
C -1.1 -0.3 -1.3
C 2.5 -0.1 -1.6
C 0.0 1.1 0.2
C -1.9 0.0 2.0
N 0.7 -0.1 0.0
N 0.0 -0.2 0.3
O -0.9 0.2 0.7
O 0.3 -0.5 0.0
O 0.0 0.2 -0.6
H 0.0 0.1 0.6
H 0.2 -0.3 -0.4

Calculated values
- relative energy (zero: lowest compared OMol25 entry of this formula, charge and spin) (kcal per mole) = 102.5
- HOMO-LUMO gap (eV) = 4.78
- charge = -2
- highest occupied orbital energy (eV) = 1.969